C57H138N4O15 | wB97M-V/def2-TZVPD

XYZ file:
```
214
C57H138N4O15 (wB97M-V/def2-TZVPD)
C 3.92612 -0.53629 3.40660
O 3.80661 0.45957 4.40620
C 2.74296 0.17559 5.30668
C 2.77933 1.12792 6.44339
O 4.03689 0.96874 7.00053
C 4.23658 1.68109 8.23408
H 4.04382 -1.52070 3.93080
H 4.76741 -0.25815 2.83216
H 3.06489 -0.63483 2.79209
H 2.79980 -0.88583 5.68015
H 1.78045 0.22812 4.79859
H 1.95694 0.91327 7.19733
H 2.58754 2.18416 6.16844
H 4.28117 2.75233 8.05306
H 5.18695 1.44990 8.72335
H 3.49820 1.44699 8.97440
C 2.38390 5.16590 -2.44370
O 2.99873 4.45111 -1.45028
C 3.86224 5.27605 -0.70066
C 4.56866 4.47554 0.37101
O 3.63508 3.75911 1.17699
C 4.29785 2.82033 1.97369
H 1.80164 4.43156 -3.03595
H 3.15802 5.68482 -3.06836
H 1.76267 6.02177 -2.02060
H 3.19663 5.95506 -0.12268
H 4.53880 5.87978 -1.37373
H 5.21341 5.15090 1.01672
H 5.22182 3.78516 -0.09991
H 3.53409 2.38925 2.66208
H 5.06727 3.27130 2.63124
H 4.69178 1.93461 1.38787
C -2.58382 1.19484 1.98239
O -3.11122 0.48931 3.04660
C -3.08433 1.17253 4.30539
C -4.29839 1.91186 4.66172
O -5.25997 0.95928 5.08604
C -6.58376 1.60391 5.02655
H -3.17491 2.11512 1.82412
H -2.64751 0.57421 1.06663
H -1.52632 1.49905 2.12739
H -2.20205 1.77654 4.30356
H -2.77905 0.43541 5.08529
H -4.74933 2.45910 3.80586
H -4.13236 2.70801 5.43613
H -6.55953 2.53728 5.64540
H -7.34467 0.94449 5.50623
H -6.88855 1.79111 4.03701
C 1.99762 -4.59595 -2.54503
O 0.90337 -3.70609 -2.43123
C 1.17975 -2.50035 -3.10629
C 1.28076 -2.68433 -4.60945
O 2.49383 -3.19705 -5.02658
C 2.51773 -3.39482 -6.41590
H 2.15133 -5.03248 -3.53532
H 1.89435 -5.50547 -1.90003
H 2.86720 -3.94352 -2.28807
H 2.10900 -2.10249 -2.76755
H 0.43764 -1.77650 -2.73623
H 0.97338 -1.71683 -5.05832
H 0.50334 -3.34204 -5.01694
H 2.39365 -2.47493 -7.00883
H 1.71244 -4.14418 -6.73332
H 3.53293 -3.84779 -6.59566
C -1.95780 0.21708 -3.53507
O -1.38641 1.38140 -4.07904
C -1.86093 1.88381 -5.33459
C -1.41757 3.27725 -5.35645
O -2.43950 4.02791 -4.70817
C -2.17220 5.37183 -4.45474
H -3.02698 0.33141 -3.50686
H -1.52802 0.07547 -2.56012
H -1.79400 -0.63956 -4.17135
H -2.94692 1.85334 -5.43070
H -1.34971 1.29833 -6.09839
H -1.33248 3.59100 -6.38371
H -0.49326 3.31357 -4.86252
H -1.75372 5.93332 -5.36126
H -1.45932 5.53152 -3.62208
H -3.14625 5.83425 -4.27835
C -1.76602 3.56470 -1.31787
O -3.04489 4.23374 -1.38111
C -4.05596 3.34203 -1.72636
C -5.41240 4.01135 -1.69080
O -5.57539 5.09789 -2.53417
C -5.80573 4.66152 -3.85656
H -1.65412 2.93288 -2.15720
H -1.66249 2.95263 -0.34429
H -0.97173 4.36454 -1.34925
H -4.04495 2.44340 -1.07916
H -3.81723 3.04386 -2.76814
H -5.47913 4.39707 -0.70436
H -6.19127 3.26502 -1.80776
H -4.93816 4.20774 -4.32700
H -6.12900 5.57954 -4.38266
H -6.55431 3.87884 -3.75353
C 0.63858 4.76254 1.36131
C 0.88339 4.38855 2.80943
O 0.38745 3.39424 3.34409
C 1.86645 5.36158 3.46583
H -0.05559 5.60222 1.34928
H 0.15973 3.91775 0.77560
H 1.65608 4.98532 1.08404
H 1.52499 5.39291 4.49273
H 1.91499 6.32432 2.94691
H 2.84856 4.88656 3.37042
C 1.08611 0.63767 0.90761
C 0.59355 0.49659 -0.47857
O -0.21784 -0.31359 -0.91237
C 1.23630 1.42654 -1.50773
H 0.70499 -0.06797 1.66553
H 1.10976 1.66260 1.17389
H 2.18806 0.45670 0.86197
H 1.81510 2.24881 -1.11073
H 0.50662 1.78951 -2.19463
H 1.94895 0.70828 -2.09206
C -2.90920 -5.49809 -1.94600
C -3.33065 -4.09527 -1.59255
O -4.20955 -3.88845 -0.78947
C -2.58824 -2.95161 -2.24859
H -3.33973 -6.19156 -1.21227
H -1.84189 -5.54482 -1.80443
H -3.20477 -5.77352 -2.96561
H -1.74976 -3.24323 -2.89395
H -2.22187 -2.20777 -1.54876
H -3.35376 -2.44987 -2.80221
C 6.43695 -1.67519 -3.18427
C 4.92211 -1.52528 -2.97746
N 4.17941 -0.32128 -3.29838
C 4.74403 0.80345 -2.61355
C 4.75157 0.66580 -1.05107
C 4.08111 -0.13522 -4.76265
C 2.97451 0.80289 -5.18267
H 6.86677 -1.16082 -2.29283
H 6.79816 -1.17497 -4.08982
H 6.76065 -2.72459 -3.18523
H 4.41513 -2.40191 -3.45415
H 4.69411 -1.71549 -1.96214
H 5.77459 0.87641 -3.01873
H 4.30348 1.75700 -2.90271
H 5.15934 1.56673 -0.58574
H 3.69520 0.52438 -0.64896
H 5.37387 -0.10504 -0.70108
H 3.76968 -1.10438 -5.11551
H 5.06805 0.17984 -5.17491
H 2.52776 1.13818 -4.27334
H 2.21710 0.20448 -5.68131
H 3.28952 1.69599 -5.74221
C 2.75785 -2.69026 0.41897
C 3.14461 -3.95538 1.17060
N 4.24509 -3.78508 2.11851
C 4.64978 -5.15151 2.51215
C 3.64884 -5.79502 3.46134
C 5.34584 -2.94156 1.53807
C 6.03469 -3.50428 0.31921
H 3.52990 -2.30442 -0.23132
H 2.55794 -1.89297 1.18610
H 1.80229 -2.82063 -0.15537
H 2.25448 -4.17855 1.70956
H 3.36073 -4.73694 0.47885
H 4.78486 -5.82665 1.64498
H 5.59462 -5.13936 3.05411
H 3.98554 -6.79587 3.73602
H 3.39833 -5.10844 4.29829
H 2.68924 -5.89978 2.94776
H 6.12546 -2.88958 2.33566
H 5.00712 -1.96429 1.40240
H 5.36475 -3.66204 -0.49341
H 6.48870 -4.48519 0.42253
H 6.84657 -2.86581 0.03389
C -7.58160 2.12623 1.37582
C -7.68386 1.34472 0.08577
N -6.41268 0.71176 -0.28858
C -6.61584 -0.12450 -1.46058
C -5.24003 -0.60063 -1.98143
C -5.71858 0.04577 0.82628
C -6.40453 -1.26809 1.25990
H -7.43153 1.37976 2.18464
H -8.43356 2.73090 1.60775
H -6.71624 2.79293 1.52877
H -8.59717 0.58855 0.13984
H -7.91309 1.95036 -0.75112
H -7.35574 -0.94634 -1.34580
H -7.14080 0.46898 -2.19645
H -4.62076 0.30848 -1.92270
H -4.74542 -1.31610 -1.30094
H -5.15490 -1.02900 -3.01062
H -5.58574 0.76269 1.64181
H -4.75793 -0.18392 0.46158
H -7.47864 -1.23153 1.38048
H -6.07817 -1.57758 2.28876
H -6.20243 -2.11872 0.60644
C -1.10592 -6.30705 2.97283
C -0.42883 -4.99719 2.56975
N -1.24197 -3.81819 2.64601
C -0.51891 -2.59802 2.71216
C 0.24430 -2.43349 4.00669
C -2.25271 -3.79135 1.61903
C -3.41166 -2.89841 1.93902
H -2.03718 -6.35957 2.41870
H -1.36658 -6.28040 4.02755
H -0.41432 -7.15342 2.82475
H 0.46557 -4.86490 3.28286
H 0.00843 -5.04962 1.51646
H 0.26147 -2.53886 1.92615
H -1.18131 -1.73973 2.59260
H -0.33835 -2.72191 4.89549
H 1.25790 -2.92205 4.04777
H 0.60894 -1.38579 4.14493
H -2.57543 -4.84287 1.44522
H -1.66551 -3.60337 0.66971
H -3.99647 -3.29628 2.76344
H -4.05157 -2.80565 1.12593
H -3.14073 -1.87091 2.10492
```

The maximum force comes out at 0.07346 hartree/bohr. Its energy is -3601.75597 a.u. The HOMO-LUMO gap is 8.28 eV. As for the charge: 0. The HOMO energy comes out at -7.735 eV. The spin multiplicity is 1. The LUMO energy is 0.020 Eh.